Record 1
DFT (ωB97M-V/def2-TZVPD) results for a molecular structure, C13H33BrInN6O3.

Positions of all 57 atoms, in Å:
C  -0.65444  -2.86837  -3.78884
C  0.52955  -2.04635  -4.27650
C  1.37887  -1.40514  -3.18226
C  0.85576  -0.07960  -2.62216
N  -0.54809  -0.10984  -2.24164
In  -0.90305  -0.47144  -0.20628
Br  -1.53312  -2.97045  0.10514
C  0.66963  0.30681  1.12451
C  1.58985  -0.72012  1.80787
C  1.78744  -2.01750  1.02459
C  3.11121  -2.74701  1.31163
N  2.95135  -4.18920  1.58493
C  2.92840  -4.98205  0.40455
N  3.97909  -5.42544  -0.15099
N  1.66926  -5.28284  -0.12790
O  -2.65895  0.66521  0.27401
N  -3.71422  0.25984  -0.44033
O  -4.45734  -0.45845  0.14811
H  -1.39969  -2.25369  -3.29319
H  -0.33170  -3.62560  -3.07433
H  -1.13814  -3.37355  -4.62751
H  0.21247  -1.27743  -4.98535
H  1.18236  -2.72093  -4.84021
H  2.36493  -1.18759  -3.60730
H  1.55476  -2.12548  -2.37728
H  1.51658  0.18812  -1.78156
H  1.02337  0.69356  -3.37905
H  -1.04850  0.69589  -2.58277
H  1.27064  0.99449  0.52935
H  0.15223  0.90202  1.87711
H  2.57740  -0.26584  1.94982
H  1.21344  -0.92761  2.81000
H  0.99936  -2.70579  1.32551
H  1.68041  -1.83112  -0.04266
H  3.62686  -2.29122  2.15693
H  3.78311  -2.67127  0.45819
H  2.10996  -4.34216  2.12643
H  4.77882  -5.14506  0.40644
H  1.67226  -5.20975  -1.13485
H  0.95060  -4.66529  0.22946
C  -3.57662  5.27799  1.65024
C  -2.33738  4.99720  0.80720
C  -1.59987  3.71115  1.19381
O  -0.82755  3.81289  2.38031
C  -1.54168  3.59844  3.57875
N  -1.46426  6.17795  0.83382
H  -3.31400  5.66296  2.63629
H  -4.19768  6.03124  1.16486
H  -4.17504  4.37493  1.78138
H  -2.66896  4.85881  -0.22591
H  -0.88349  3.48017  0.40126
H  -2.28565  2.85941  1.25484
H  -2.32212  2.84321  3.44635
H  -1.99189  4.52126  3.95770
H  -0.83108  3.23741  4.32301
H  -0.70034  6.03919  0.17911
H  -1.01514  6.20301  1.74533

Values from the calculation:
total charge: -1
DFT total energy: -3833.54804 Eh
orbital gap: 7.8 eV
F_max: 0.72 eV/Å
HOMO: -5.195 eV

=====

Record 2
DFT (ωB97M-V/def2-TZVPD) results for C6H12BN3O3 in the gas phase in a non-equilibrium geometry.

Positions of all 25 atoms, in Å:
B  2.84764  0.55969  0.18131
C  1.74123  1.55242  -0.20042
C  -0.95478  -1.19732  0.46786
C  -0.28179  -0.94447  -0.75248
C  -0.33361  -2.28648  -1.56450
C  -0.51157  2.35087  -0.68038
C  -1.54248  2.06364  0.45859
N  0.28926  0.01885  -1.31520
N  0.58732  1.29152  -0.67716
N  -0.24412  -1.54974  1.52378
O  2.84854  -0.12157  1.39516
O  4.01410  0.30847  -0.53484
O  -2.47484  1.03852  0.36024
H  -0.46629  -2.15475  -2.58297
H  0.57358  -2.70031  -1.52112
H  -1.16776  -2.96656  -1.14567
H  0.12854  3.15223  -0.49147
H  -1.07573  2.36040  -1.58826
H  -1.03155  1.85104  1.35502
H  -2.23011  3.02148  0.42079
H  0.70791  -1.50590  1.67968
H  -0.69669  -1.91829  2.35156
H  2.39298  0.34351  2.07696
H  4.47812  -0.48279  -0.15732
H  -2.21904  0.19847  0.60588

Values from the calculation:
DFT total energy: -650.53891 Eh
energy relative to the best compared isomer or geometry (same formula, charge and spin): 0.0 kcal/mol
orbital gap: 8.1 eV
F_max: 4.95 eV/Å
HOMO: -7.802 eV

=====

Record 3
DFT (ωB97M-V/def2-TZVPD) results for C3H5NS in the gas phase in a non-equilibrium geometry.

Positions of all 10 atoms, in Å:
S  -2.50580  -0.01492  -0.07218
C  -0.91513  -0.03254  0.01321
C  0.10960  1.06974  -0.10602
N  1.15557  -0.04571  -0.19252
C  0.07922  -1.01599  -0.08201
H  0.08315  1.78589  -0.88337
H  0.00547  1.72621  0.84946
H  1.80721  -0.10454  0.66424
H  0.11975  -1.68987  0.75041
H  0.06096  -1.67827  -0.94122

Values from the calculation:
DFT total energy: -570.16822 Eh
energy relative to the best compared isomer or geometry (same formula, charge and spin): 41.6 kcal/mol
structure (SMILES): S=C1CNC1
orbital gap: 8.5 eV
F_max: 4.04 eV/Å
HOMO: -8.736 eV

=====

Record 4
DFT (ωB97M-V/def2-TZVPD) results for 2 unconnected molecules or ions with the total composition C11H15N.

Positions of all 27 atoms, in Å:
C  1.97185  2.08608  2.27299
C  0.95691  1.87114  1.20400
C  0.61031  2.71498  0.20012
N  -0.48262  2.21498  -0.48643
C  -0.83900  1.01224  0.07674
C  -1.90364  0.16783  -0.23290
C  -2.13210  -0.91530  0.59449
C  -1.30328  -1.14998  1.70212
C  -0.23832  -0.31916  1.98977
C  -0.00365  0.80205  1.18706
H  2.46341  3.05545  2.20325
H  2.76940  1.33162  2.22495
H  1.57366  1.97990  3.28583
H  0.95497  3.67891  -0.13622
H  -0.70727  2.48536  -1.42911
H  -2.53612  0.38342  -1.09102
H  -2.92102  -1.60601  0.33549
H  -1.51905  -1.98626  2.35814
H  0.42458  -0.60588  2.79315
C  0.23587  -2.81632  -2.03960
C  0.49424  -1.47888  -2.73396
H  0.76917  -2.89914  -1.08812
H  -0.81186  -2.94979  -1.76614
H  0.51970  -3.67216  -2.65220
H  0.71532  -1.59177  -3.79520
H  1.31905  -0.96593  -2.24961
H  -0.38050  -0.82739  -2.72759

Values from the calculation:
DFT total energy: -482.90612 Eh
energy relative to the best compared isomer or geometry (same formula, charge and spin): 5.7 kcal/mol
structure (SMILES): Cc1c[nH]c2ccccc12.CC
orbital gap: 8.8 eV
F_max: 0.91 eV/Å
HOMO: -7.893 eV

=====

Record 5
DFT (ωB97M-V/def2-TZVPD) results for a molecular structure, C14H13N5OS2V.

Positions of all 36 atoms, in Å:
V  -0.27916  0.74913  0.44670
N  1.60187  -1.69529  3.02792
C  1.37022  -0.74475  2.13131
S  0.26298  0.57500  2.59555
N  1.95463  -0.79669  0.95631
N  1.59746  0.27486  0.17076
C  2.49104  0.83714  -0.58765
C  2.23127  2.01199  -1.35019
C  3.22763  2.55679  -2.17834
C  2.98280  3.71508  -2.88426
C  1.75056  4.35867  -2.77618
C  0.74042  3.85924  -1.96401
C  1.00224  2.69784  -1.26577
O  0.01810  2.15508  -0.48108
H  1.22873  -1.65075  3.96131
H  2.25563  -2.43228  2.80397
H  3.48751  0.40287  -0.57949
H  4.18469  2.05766  -2.25794
H  3.74906  4.13054  -3.52289
H  1.57268  5.26907  -3.33284
H  -0.21055  4.36257  -1.86888
N  -6.93764  -0.45464  -1.31998
C  -6.46439  -0.19834  -0.09253
S  -7.40576  0.04507  1.21986
C  -4.96548  -0.13036  0.02705
C  -4.11580  0.06611  -1.06305
C  -2.75813  0.13984  -0.84726
N  -2.20139  0.07082  0.37709
C  -3.01920  -0.13442  1.43824
C  -4.37872  -0.23900  1.29064
H  -7.93764  -0.51493  -1.43719
H  -6.36509  -0.72917  -2.09861
H  -4.47139  0.17960  -2.07680
H  -2.08250  0.28221  -1.68530
H  -2.54540  -0.20097  2.40666
H  -5.01458  -0.38820  2.15277

Values from the calculation:
spin multiplicity: 2
total charge: +2
DFT total energy: -2630.14361 Eh
energy relative to the best compared isomer or geometry (same formula, charge and spin): 4.4 kcal/mol
orbital gap (spin up / spin down): 4.4 / 5.3 eV
F_max: 0.64 eV/Å
HOMO (spin up / spin down): -13.764 / -13.763 eV